1.
Below is a structure of composition C38H42MoN3P2Se3Si2Te, with properties calculated with the ωB97M-V functional and the def2-TZVPD basis.

Structure (XYZ):
```
92
C38H42MoN3P2Se3Si2Te (the ωB97M-V functional and the def2-TZVPD basis)
Te -1.36 -5.25 -0.93
Mo -0.94 -1.02 -0.29
Se 0.08 -3.11 -0.75
Se -3.30 -2.06 0.32
Se -3.04 -4.32 0.68
P 1.18 0.33 -1.03
P 0.34 -0.51 1.98
Si -2.62 -0.40 2.90
Si -0.97 1.71 -2.72
N -5.67 -3.75 -5.37
N -0.29 0.52 -1.61
N -1.25 -0.44 1.80
C 4.41 -1.81 -2.22
C -3.91 -2.45 -4.02
C 3.99 3.32 -0.38
C 0.41 2.18 2.52
C -2.65 -2.17 3.53
C -4.05 0.52 1.97
C -4.87 -3.14 -4.80
C 1.84 4.33 -0.21
C -3.40 -0.90 -2.27
C 3.66 -0.60 -4.15
C 3.23 4.47 -0.19
C 2.07 -4.06 3.15
C 2.28 3.37 3.43
C 1.22 3.09 -0.43
C 1.10 0.96 2.61
C 0.95 -1.88 2.98
C 1.01 3.40 2.95
C -1.68 -2.35 -3.13
C 2.96 2.15 3.57
C 2.40 0.96 3.09
C 0.67 -1.97 4.40
C -2.41 2.41 -1.76
C -2.46 0.67 4.44
C 3.43 2.06 -0.66
C -2.57 -2.85 -4.05
C -4.31 -1.43 -3.15
C 1.73 -4.14 4.49
C 0.96 -3.15 5.11
C 1.56 -3.02 2.38
C 2.00 1.93 -0.66
C 0.90 -0.70 0.33
C 4.61 -1.40 -3.53
C 2.54 -0.14 -3.44
C -2.13 -1.47 -2.17
C 3.35 -1.32 -1.49
C 0.07 3.13 -3.35
C -1.55 1.11 -4.45
C 2.44 -0.41 -2.07
H 2.04 -4.98 5.12
H -1.69 -2.60 3.28
H 5.05 -2.57 -1.73
H -2.45 3.53 -1.87
H 2.95 -0.02 3.19
H -1.12 0.15 -4.80
H -1.47 0.49 4.86
H -4.89 -0.16 1.79
H 3.72 -0.38 -5.21
H -5.37 -1.13 -3.25
H 0.15 3.03 -0.49
H 1.14 5.12 0.02
H -4.46 1.35 2.56
H -3.72 0.93 1.03
H -0.61 2.22 2.12
H 3.70 5.48 -0.05
H -2.77 -2.08 4.62
H 0.78 -3.16 6.19
H 2.72 -4.82 2.65
H 0.39 -1.05 4.94
H -2.64 1.71 4.17
H -2.65 1.08 -4.61
H -1.34 1.83 -5.29
H 1.83 0.47 -4.03
H 5.50 -1.68 -4.14
H 1.83 -2.93 1.32
H 4.14 1.21 -0.80
H -2.43 2.23 -0.70
H 0.01 3.99 -2.62
H 0.44 4.31 2.80
H -0.34 3.50 -4.31
H 2.82 4.28 3.74
H -3.38 2.04 -2.28
H -3.66 -0.08 -1.62
H 3.27 -1.62 -0.49
H -0.62 -2.54 -3.15
H 1.16 2.95 -3.55
H 5.08 3.38 -0.29
H -3.24 0.30 5.19
H -2.28 -3.44 -4.96
H 3.87 2.12 4.16
H -3.43 -2.86 3.15
```

Computed properties:
**Total charge**: -1
**Energy**: -10439.80511 hartree
**Spin multiplicity**: 3


2.
Below is an isolated molecule of C3H5N3O, with properties calculated with the ωB97M-V functional and the def2-TZVPD basis.

Structure (XYZ):
```
12
C3H5N3O (the ωB97M-V functional and the def2-TZVPD basis)
O -0.34 -1.36 -0.28
N 2.52 -0.60 0.00
N 1.50 0.46 -0.24
N -1.70 -1.26 -0.15
C -0.80 1.03 -0.18
C -1.97 -0.01 0.21
C 0.26 -0.10 -0.33
H -2.98 0.39 0.27
H 1.84 -1.33 0.34
H -1.10 1.80 -0.99
H 3.26 -0.43 0.52
H -0.51 1.40 0.83
```

Computed properties:
**Relative energy (zero: lowest compared OMol25 entry of this formula, charge and spin)**: 6.108 eV
**Spin multiplicity**: 1
**Structure (SMILES)**: N/N=C1/CC=NO1


3.
Below is a structure of composition C31H24BrCrF5N3OS, with properties calculated with the ωB97M-V functional and the def2-TZVPD basis.

Structure (XYZ):
```
67
C31H24BrCrF5N3OS (the ωB97M-V functional and the def2-TZVPD basis)
Br 20.60 13.62 9.05
Cr 9.24 9.50 12.45
S 7.99 11.39 12.74
F 8.24 13.76 10.79
F 9.99 12.18 15.04
F 9.60 15.95 11.23
F 11.14 14.31 15.35
F 11.47 16.10 13.33
O 10.17 8.79 10.66
N 15.96 10.84 11.59
N 11.18 9.31 13.06
N 15.49 9.95 10.79
C 14.20 9.53 10.92
C 9.85 14.91 12.01
C 12.06 9.26 12.00
C 6.44 10.96 8.90
C 17.96 10.70 10.20
C 13.03 9.67 14.53
C 10.73 14.05 14.10
C 11.45 8.95 10.72
C 9.49 9.46 5.19
C 17.48 12.69 11.54
C 10.05 11.75 8.17
C 10.78 14.95 13.05
C 8.79 11.59 8.77
C 10.16 11.19 6.89
C 9.96 12.93 13.93
C 13.95 9.67 13.45
C 9.06 13.82 11.91
C 12.28 8.79 9.60
C 9.24 10.31 6.38
C 18.50 13.33 10.86
C 19.23 12.69 9.86
C 18.81 11.41 9.45
C 11.64 9.52 14.27
C 13.45 9.56 12.16
C 7.70 8.23 12.30
C 7.77 10.94 8.19
C 9.05 12.73 12.84
C 7.95 10.25 7.03
C 11.22 12.46 8.83
C 17.18 11.37 11.11
C 13.59 9.01 9.73
H 8.76 8.66 5.04
H 10.95 13.05 9.76
H 18.72 14.37 11.02
H 14.99 9.82 13.59
H 14.25 9.12 8.87
H 10.37 8.77 5.31
H 6.84 8.68 11.82
H 17.72 9.64 10.05
H 11.76 13.17 8.21
H 7.05 9.70 6.62
H 7.46 8.09 13.39
H 6.29 9.94 9.29
H 13.32 9.78 15.58
H 8.00 7.25 11.97
H 19.30 11.00 8.57
H 16.86 13.10 12.33
H 10.98 9.53 15.10
H 5.54 11.25 8.26
H 6.59 11.57 9.81
H 11.04 11.45 6.32
H 8.66 11.92 9.79
H 9.65 10.07 4.32
H 11.77 8.61 8.70
H 11.99 11.69 9.04
```

Computed properties:
**Relative energy (zero: lowest compared OMol25 entry of this formula, charge and spin)**: 3.005 eV
**Spin multiplicity**: 4


4.
Below is a cluster of 8 separate species, C44H111N7O15 in total, with properties calculated with the ωB97M-V functional and the def2-TZVPD basis.

Structure (XYZ):
```
177
C44H111N7O15 (the ωB97M-V functional and the def2-TZVPD basis)
O -24.02 5.23 -14.79
O -22.36 11.57 -25.88
O -25.40 9.28 -16.75
O -17.90 5.87 -25.85
O -24.11 15.90 -21.59
O -26.13 13.42 -27.86
O -26.91 9.58 -12.16
O -21.51 15.90 -15.76
O -17.70 14.99 -23.51
O -26.83 12.17 -22.92
O -23.42 20.32 -16.25
O -18.96 17.88 -19.85
O -22.16 9.26 -16.98
O -21.43 13.71 -21.75
O -20.38 8.92 -22.99
N -23.98 9.40 -14.46
N -19.82 16.08 -21.83
N -20.16 6.30 -23.84
N -23.16 17.49 -17.35
N -27.74 13.47 -25.54
N -25.60 6.27 -16.77
N -23.27 14.63 -24.15
C -18.31 18.08 -18.63
C -23.89 19.92 -17.56
C -20.30 10.13 -22.34
C -20.69 17.09 -21.27
C -22.36 15.27 -16.72
C -26.35 12.03 -21.59
C -27.59 10.70 -11.69
C -20.32 17.44 -19.79
C -21.48 6.88 -23.59
C -21.21 10.78 -25.93
C -24.83 8.89 -13.37
C -20.49 15.12 -15.33
C -22.91 21.64 -16.11
C -28.35 13.42 -26.81
C -19.10 14.75 -23.76
C -25.77 4.85 -16.37
C -22.86 12.64 -20.23
C -25.31 13.95 -28.88
C -21.77 13.73 -20.38
C -25.33 4.75 -14.90
C -23.39 13.55 -25.10
C -18.16 6.01 -27.26
C -28.02 12.92 -23.08
C -27.39 14.04 -27.84
C -18.76 4.89 -25.14
C -24.58 16.33 -22.86
C -26.01 9.88 -13.26
C -25.28 10.32 -17.75
C -21.84 9.42 -15.63
C -23.59 16.12 -16.95
C -17.01 13.75 -23.45
C -24.46 16.85 -20.61
C -26.69 7.08 -16.30
C -28.55 12.75 -24.53
C -21.33 8.01 -22.54
C -20.22 5.35 -24.91
C -21.28 9.83 -17.88
C -24.31 18.39 -17.39
C -22.80 8.59 -14.74
C -22.19 12.60 -24.97
C -23.58 5.12 -13.44
C -19.94 16.00 -23.28
C -26.60 8.46 -17.00
C -24.62 15.11 -23.81
H -20.96 18.21 -19.38
H -21.06 10.23 -25.00
H -25.59 13.51 -29.83
H -24.39 5.40 -12.77
H -28.56 11.70 -24.81
H -19.21 6.19 -27.49
H -18.91 16.44 -21.56
H -22.72 21.95 -15.08
H -21.04 7.64 -21.56
H -26.72 7.07 -15.21
H -25.23 4.14 -17.00
H -21.43 10.01 -26.68
H -20.91 14.51 -21.87
H -25.15 7.87 -13.56
H -22.81 5.89 -13.41
H -26.81 13.06 -25.56
H -18.27 4.69 -24.19
H -20.57 5.81 -25.84
H -28.36 10.88 -12.44
H -16.99 13.27 -24.43
H -28.50 12.36 -27.01
H -21.67 9.82 -18.90
H -29.58 13.10 -24.55
H -27.27 15.10 -27.61
H -26.83 4.60 -16.43
H -25.25 14.37 -23.32
H -21.73 16.74 -21.24
H -23.92 17.07 -23.32
H -24.30 15.65 -17.62
H -21.95 21.70 -16.62
H -17.75 5.26 -27.95
H -28.04 10.45 -10.73
H -20.42 16.56 -19.15
H -20.88 4.53 -24.64
H -17.24 18.26 -18.73
H -25.56 16.80 -22.80
H -18.83 3.92 -25.63
H -19.56 16.86 -23.84
H -26.10 11.01 -17.54
H -21.97 7.22 -24.51
H -20.93 13.44 -19.75
H -20.84 9.10 -15.35
H -21.92 15.07 -17.70
H -23.23 4.17 -13.03
H -22.38 8.39 -13.75
H -18.45 17.27 -17.91
H -25.48 16.74 -20.26
H -25.53 15.01 -29.03
H -27.82 13.97 -28.84
H -25.67 10.91 -13.15
H -24.34 8.89 -12.40
H -21.24 13.12 -25.09
H -25.02 18.35 -16.56
H -24.86 18.05 -18.27
H -17.42 12.99 -22.79
H -27.07 11.64 -11.51
H -25.38 3.70 -14.61
H -23.29 12.71 -19.22
H -25.59 11.25 -21.52
H -19.68 10.85 -22.88
H -22.76 14.30 -16.44
H -26.58 9.87 -14.18
H -24.37 17.88 -20.96
H -20.34 9.29 -17.76
H -19.40 13.84 -23.24
H -19.84 9.95 -21.37
H -25.29 9.94 -18.77
H -24.05 16.23 -15.97
H -24.28 10.74 -17.58
H -22.06 6.08 -23.12
H -23.00 7.57 -15.06
H -27.73 13.96 -22.96
H -21.29 10.58 -22.20
H -17.66 6.92 -27.58
H -20.71 18.05 -21.78
H -21.84 10.49 -15.44
H -20.30 11.34 -26.11
H -22.56 17.83 -16.61
H -25.14 15.43 -24.71
H -23.34 13.98 -26.10
H -22.98 14.24 -23.26
H -15.96 13.87 -23.19
H -22.31 8.49 -22.46
H -20.00 15.52 -14.44
H -22.43 11.64 -20.27
H -19.31 14.59 -24.82
H -19.59 7.10 -24.08
H -20.99 15.95 -23.57
H -19.69 14.82 -16.00
H -24.75 20.55 -17.81
H -24.82 6.54 -16.19
H -26.01 12.99 -21.22
H -20.91 14.18 -14.97
H -24.30 12.96 -24.96
H -23.79 16.64 -19.78
H -28.73 12.63 -22.31
H -23.70 12.84 -20.90
H -26.11 5.27 -14.36
H -27.67 6.65 -16.49
H -27.17 11.61 -21.01
H -23.17 20.08 -18.36
H -18.67 18.93 -18.06
H -21.16 10.86 -17.55
H -22.12 12.23 -23.95
H -24.47 9.36 -15.34
H -27.55 8.93 -16.74
H -22.06 14.73 -20.08
H -24.26 13.70 -28.73
H -23.58 22.37 -16.57
H -29.35 13.85 -26.76
H -26.73 8.32 -18.08
```

Computed properties:
**Relative energy (zero: lowest compared OMol25 entry of this formula, charge and spin)**: 0.722 eV
**Spin multiplicity**: 1
**Structure (SMILES)**: COCCNCCOC.COCCNCCOC.COCCNCCOC.COCCNCCOC.COCCNCCOC.COCCNCCOC.COCCNCCOC.CCO